(1)
The following is a DFT calculation (wB97M-V/def2-TZVPD) of a molecular structure, C20H37AlN3O3.

Properties
**Net charge**: -1

Each line ends with the Mulliken charge.
Element x y z (Å)
C1 0.187 1.078 3.791  -0.74
O1 -1.047 0.926 3.116  -0.16
C2 -1.678 -0.332 3.297  -0.75
C3 -0.816 -1.552 3.010  -0.95
C4 -0.362 -1.717 1.550  -0.06
C5 1.126 -2.066 1.458  -0.93
C6 1.618 -2.377 0.053  0.37
C7 1.259 -3.771 -0.456  -0.68
C8 1.810 -4.039 -1.859  -1.11
C9 1.514 -2.922 -2.865  -0.70
C10 0.044 -2.480 -2.955  0.10
C11 -0.521 -2.596 -4.367  -1.06
C12 0.183 -1.679 -5.388  -0.96
Al1 0.896 0.121 -4.822  0.00
O2 -0.511 1.333 -5.082  -0.24
N1 -1.703 1.007 -4.634  0.21
O3 -1.723 0.607 -3.499  -0.37
H1 0.267 2.108 4.139  0.25
H2 1.017 0.880 3.106  0.07
H3 0.262 0.400 4.647  0.39
H4 -2.085 -0.399 4.318  0.40
H5 -2.527 -0.322 2.609  0.33
H6 0.059 -1.557 3.667  0.41
H7 -1.415 -2.418 3.309  0.42
H8 -0.566 -0.810 0.974  0.25
H9 -0.947 -2.519 1.092  0.38
H10 1.683 -1.213 1.864  0.17
H11 1.308 -2.914 2.131  0.39
H12 2.712 -2.289 0.040  0.35
H13 1.251 -1.629 -0.654  -0.47
H14 0.172 -3.889 -0.445  0.29
H15 1.647 -4.526 0.239  0.42
H16 2.900 -4.136 -1.778  0.39
H17 1.445 -5.003 -2.229  0.32
H18 2.144 -2.060 -2.631  0.26
H19 1.840 -3.249 -3.857  0.54
H20 -0.045 -1.437 -2.638  -0.04
H21 -0.570 -3.064 -2.259  0.37
H22 -0.456 -3.651 -4.679  0.32
H23 -1.590 -2.361 -4.343  0.40
H24 -0.516 -1.482 -6.210  0.39
H25 1.038 -2.198 -5.842  0.41
H26 2.035 0.622 -5.861  -0.36
H27 1.483 0.186 -3.306  -0.05
N2 -3.785 4.072 4.069  0.04
C13 -3.191 3.427 3.017  -0.38
C14 -3.446 4.159 1.888  -0.43
C15 -4.220 5.288 2.275  -0.57
C16 -4.413 5.206 3.629  -0.49
H28 -3.761 3.758 5.021  0.19
H29 -2.640 2.512 3.160  0.45
H30 -3.112 3.913 0.894  0.45
H31 -4.591 6.069 1.633  0.39
H32 -4.938 5.855 4.310  0.37
N3 3.299 1.744 0.109  0.05
C17 1.977 1.727 -0.233  -0.67
C18 1.378 2.810 0.351  -0.48
C19 2.382 3.509 1.079  -0.65
C20 3.558 2.825 0.910  -0.51
H33 3.973 1.063 -0.188  0.22
H34 1.568 0.960 -0.872  0.65
H35 0.335 3.064 0.260  0.61
H36 2.256 4.411 1.656  0.39
H37 4.549 3.017 1.283  0.43

(2)
The following is a DFT calculation (wB97M-V/def2-TZVPD) of a molecular structure, C9H66ClF9O27Si2.

Each line ends with the Mulliken charge.
Element x y z (Å)
C1 0.845 0.229 2.996  -1.05
C2 0.618 -1.337 2.805  0.14
Cl1 1.606 -1.871 1.354  -0.19
C3 -0.911 -1.795 2.791  -0.55
Si1 -1.679 -2.034 1.060  0.22
O1 -0.978 -3.322 0.129  -0.19
Si2 -1.067 -2.950 -1.554  0.45
C4 0.463 -1.946 -2.205  -0.05
C5 -0.092 -0.871 -3.257  -0.74
C6 0.687 0.519 -3.268  1.13
F1 1.971 0.415 -3.900  -0.29
F2 -0.069 1.383 -4.136  -0.37
C7 0.937 1.175 -1.833  0.30
F3 2.210 0.713 -1.389  -0.17
F4 0.020 0.799 -0.848  0.01
C8 1.013 2.773 -1.817  0.34
F5 1.605 3.339 -2.943  -0.26
F6 1.860 3.118 -0.717  -0.22
C9 -0.402 3.473 -1.461  0.55
F7 -1.473 2.883 -2.129  -0.22
F8 -0.637 3.460 -0.070  -0.22
F9 -0.330 4.829 -1.808  -0.27
H1 0.233 0.883 2.298  0.14
H2 0.754 0.540 4.097  0.39
H3 1.946 0.434 2.729  0.30
H4 1.097 -1.840 3.720  0.31
H5 -1.100 -2.718 3.435  0.35
H6 -1.511 -0.951 3.293  0.11
H7 -1.761 -0.787 0.276  0.08
H8 -3.095 -2.422 1.286  -0.28
H9 -2.274 -2.120 -1.748  -0.15
H10 -1.226 -4.128 -2.420  -0.34
H11 1.060 -1.505 -1.345  -0.25
H12 1.162 -2.664 -2.762  0.44
H13 -1.213 -0.740 -3.129  -0.04
H14 0.056 -1.328 -4.299  0.60
O2 5.167 0.939 -1.773  -0.67
H15 5.391 1.734 -2.271  0.32
H16 4.214 0.845 -1.896  0.29
O3 4.486 2.993 1.249  -0.60
H17 5.012 3.129 0.452  0.29
H18 3.589 2.866 0.917  0.35
O4 -2.712 -1.648 -4.380  -0.52
H19 -3.583 -2.062 -4.434  0.26
H20 -2.737 -0.960 -5.058  0.26
O5 -1.908 7.300 -2.248  -0.64
H21 -2.694 7.096 -1.724  0.32
H22 -1.229 6.717 -1.888  0.36
O6 -2.670 0.263 -1.232  -0.31
H23 -2.481 1.080 -1.709  0.11
H24 -3.624 0.149 -1.333  0.21
O7 -4.263 -4.183 -1.865  -0.58
H25 -4.414 -4.723 -1.080  0.29
H26 -4.914 -4.506 -2.501  0.31
O8 3.192 -1.132 -6.507  -0.69
H27 4.117 -1.064 -6.784  0.37
H28 3.161 -0.644 -5.674  0.27
O9 -1.668 -0.308 5.690  -0.53
H29 -1.306 -0.347 6.585  0.28
H30 -2.569 0.015 5.815  0.28
O10 -3.357 9.763 -1.645  -0.64
H31 -2.692 9.380 -2.235  0.33
H32 -3.040 10.659 -1.484  0.28
O11 -4.902 0.309 5.652  -0.62
H33 -5.771 -0.107 5.604  0.30
H34 -4.942 1.012 4.992  0.31
O12 6.097 -2.692 -6.870  -0.65
H35 5.388 -3.146 -7.342  0.31
H36 6.094 -3.103 -5.994  0.31
O13 0.487 -0.509 7.977  -0.72
H37 1.348 -0.929 7.846  0.32
H38 0.507 -0.216 8.898  0.33
O14 5.534 -3.059 -3.768  -0.63
H39 5.856 -3.083 -2.858  0.30
H40 4.640 -2.703 -3.690  0.32
O15 -5.438 8.134 -0.692  -0.63
H41 -5.685 7.437 -1.312  0.34
H42 -4.799 8.676 -1.184  0.35
O16 3.955 -5.553 -3.031  -0.62
H43 3.708 -6.249 -3.652  0.32
H44 4.605 -5.024 -3.515  0.34
O17 2.251 -8.251 -2.732  -0.64
H45 3.098 -8.703 -2.811  0.30
H46 2.240 -7.932 -1.818  0.33
O18 3.393 -7.247 0.045  -0.60
H47 4.316 -7.179 -0.228  0.30
H48 3.359 -6.756 0.875  0.30
O19 1.771 4.029 2.809  -0.61
H49 2.008 4.099 1.877  0.27
H50 2.608 4.156 3.272  0.33
O20 -4.028 -5.997 -3.849  -0.66
H51 -3.329 -5.523 -3.377  0.36
H52 -3.719 -6.022 -4.762  0.31
O21 2.776 1.904 5.433  -0.59
H53 2.543 2.350 4.608  0.28
H54 2.580 2.557 6.116  0.31
O22 -1.118 -2.364 9.421  -0.63
H55 -1.368 -3.047 8.788  0.32
H56 -0.506 -1.797 8.927  0.36
O23 -4.207 2.938 0.328  -0.66
H57 -3.300 3.044 0.018  0.33
H58 -4.220 3.402 1.173  0.30
O24 5.470 1.377 4.102  -0.62
H59 5.240 1.821 3.277  0.29
H60 5.276 2.030 4.784  0.31
O25 -6.942 5.584 -0.828  -0.64
H61 -6.090 5.140 -0.920  0.31
H62 -6.945 5.900 0.084  0.33
O26 -3.226 -2.564 11.902  -0.64
H63 -2.699 -2.414 11.104  0.34
H64 -4.123 -2.684 11.570  0.31
O27 0.855 0.702 -7.099  -0.66
H65 1.707 0.254 -7.189  0.38
H66 0.853 1.010 -6.184  0.31

(3)
The following is a DFT calculation (wB97M-V/def2-TZVPD) of C8H16OSi in the gas phase.

Properties
**ΔE to the lowest compared entry with this formula, charge and spin**: 33.5 kcal/mol

Each line ends with the Mulliken charge.
Element x y z (Å)
C1 2.876 -1.467 -0.062  -0.71
C2 2.025 -0.645 0.504  -0.60
C3 0.536 -0.765 0.563  1.75
C4 0.259 -0.284 2.049  -1.77
C5 -0.102 -2.163 0.261  -0.61
C6 -0.928 -2.285 -0.805  -0.64
O1 0.039 0.161 -0.346  -0.15
Si1 -1.077 1.387 -0.205  0.33
C7 0.171 2.857 -0.515  -1.10
C8 -2.389 0.985 -1.539  -1.11
H1 3.931 -1.257 -0.132  0.32
H2 2.330 -2.414 -0.482  0.22
H3 2.400 0.358 0.859  0.19
H4 0.421 0.761 2.032  0.51
H5 1.051 -0.732 2.659  0.45
H6 -0.689 -0.415 2.635  0.30
H7 0.303 -2.983 0.914  0.42
H8 -1.399 -3.211 -1.099  0.30
H9 -1.339 -1.485 -1.312  0.01
H10 -1.736 1.563 1.125  -0.15
H11 0.511 2.537 -1.416  0.32
H12 -0.370 3.768 -0.671  0.40
H13 0.919 3.098 0.258  0.30
H14 -1.877 0.378 -2.257  0.36
H15 -3.115 0.295 -1.137  0.31
H16 -2.750 1.959 -1.880  0.34

(4)
The following is a DFT calculation (wB97M-V/def2-TZVPD) of a gas-phase ion, C8H9FN3O2S (charge +1).

Properties
**Net charge**: +1
**ΔE to the lowest compared entry with this formula, charge and spin**: 13.4 kcal/mol

Each line ends with the Mulliken charge.
Element x y z (Å)
C1 0.723 1.319 -1.723  -1.07
N1 0.195 0.603 -0.565  0.03
C2 0.987 0.113 0.392  1.08
C3 2.325 0.213 0.766  -0.64
C4 2.822 -0.455 1.813  -0.33
C5 1.995 -1.363 2.590  -0.68
C6 0.748 -1.523 2.177  0.29
F1 0.052 -2.442 2.881  -0.28
C7 0.179 -0.834 1.099  -0.07
C8 -1.063 -0.848 0.489  -0.29
N2 -1.035 0.025 -0.513  0.10
S1 -2.180 0.753 -1.717  1.11
N3 -3.607 0.075 -1.247  -0.49
O1 -1.730 0.227 -2.962  -0.52
O2 -2.047 2.085 -1.240  -0.52
H1 -0.059 1.948 -2.054  0.54
H2 1.525 2.097 -1.469  0.33
H3 1.044 0.572 -2.544  0.28
H4 2.985 1.004 0.285  0.24
H5 3.907 -0.420 2.168  0.34
H6 2.393 -2.157 3.114  0.45
H7 -1.993 -1.207 0.880  0.52
H8 -4.060 0.805 -0.714  0.30
H9 -4.109 -0.591 -1.906  0.31

(5)
The following is a DFT calculation (wB97M-V/def2-TZVPD) of C5H9IS in the gas phase.

Properties
**ΔE to the lowest compared entry with this formula, charge and spin**: 22.3 kcal/mol

Each line ends with the Mulliken charge.
Element x y z (Å)
C1 1.015 1.215 -2.405  -0.73
C2 1.218 0.420 -1.369  0.04
I1 2.337 -1.368 -1.602  0.02
C3 0.763 0.507 0.047  -0.98
C4 -0.502 -0.288 0.294  -0.21
C5 -1.001 -0.281 1.764  -0.79
S1 -2.412 -1.371 1.786  -0.20
H1 1.255 1.268 -3.465  0.29
H2 0.442 2.095 -2.280  0.27
H3 0.461 1.465 0.406  0.40
H4 1.385 -0.015 0.774  0.46
H5 -1.263 0.128 -0.349  0.28
H6 -0.366 -1.446 0.210  0.29
H7 -0.173 -0.460 2.431  0.39
H8 -1.444 0.680 2.126  0.35
H9 -1.716 -2.549 1.634  0.13

Across the entries above, gap between HOMO and LUMO takes the values 7.6 9.6 10.5 8.8 9.6 eV, respectively.
Across the entries above, HOMO energy takes the values -5.15 -9.94 -9.60 -12.87 -9.01 eV, respectively.